Computed, not measured: a structure of composition C33H50Cl2CrN3O4Si, with ωB97M-V/def2-TZVPD.

```
94
Properties=species:S:1:pos:R:3:forces:R:3:mulliken_spin:R:1
C -1.578555 -0.347735 -4.231518 0.0007 0.2623 -0.0379 0.01
C -1.149248 -1.632567 -3.595063 0.2813 -1.2102 0.2172 0.00
H -1.222055 -0.270715 -5.262987 -0.1547 0.1272 0.1935 0.00
H -1.195782 0.509460 -3.659972 -0.1031 -0.2077 -0.0868 0.00
H -2.679360 -0.273318 -4.245679 0.2931 -0.0316 0.0182 0.00
C -0.665505 -2.696763 -4.255834 -0.3975 0.4797 0.4073 0.00
C -0.429886 -2.755866 -5.722984 0.1329 -0.1533 -0.4920 0.00
H -0.447825 -3.620155 -3.709209 -0.0057 0.3465 -0.0794 0.00
H -0.544278 -1.786279 -6.218573 0.0202 -0.2731 0.0847 0.00
H -1.109696 -3.468581 -6.208118 0.0904 0.1038 0.0224 0.00
H 0.587192 -3.113248 -5.917138 -0.0431 0.0058 -0.1081 0.00
Cr -0.087219 0.427156 -0.014703 -1.2265 -1.8350 -0.1804 3.09
Cl -0.506882 2.230055 -1.177166 0.0981 0.6416 -0.1955 0.00
C -0.374510 -2.174229 1.436029 0.5817 1.1179 -0.1851 0.02
O 0.399839 -1.215079 1.145153 -0.7525 -1.4434 0.3253 -0.02
N -0.005459 -3.180847 2.221841 0.0439 -0.1404 0.0600 0.00
C 1.373006 -3.320507 2.694976 -0.2838 -0.0323 0.0161 0.00
C -0.946484 -4.206712 2.668962 -0.0715 0.0597 -0.1237 0.00
H -1.406913 -2.195610 1.043997 0.4187 -0.0327 0.4139 -0.01
H 1.940966 -2.434882 2.403793 -0.1060 -0.1770 0.1026 0.00
H 1.829623 -4.225108 2.264054 -0.1505 0.2570 0.0452 0.00
H 1.358686 -3.432997 3.788226 0.0917 0.1193 -0.2621 0.00
H -1.960780 -3.976441 2.316562 0.3563 -0.0007 0.0828 0.00
H -0.944186 -4.252934 3.766998 -0.0421 0.1094 -0.2508 0.00
H -0.657895 -5.191361 2.283041 -0.0140 0.1959 -0.0065 0.00
H 0.795516 2.850549 4.799442 0.0606 0.0256 -0.3051 0.00
H -1.111811 4.607569 4.166099 0.1173 -0.1410 -0.2646 0.00
C 1.180014 3.105434 3.799750 -0.0605 0.0710 0.0061 0.00
C -0.680133 4.614335 3.154743 -0.1644 -0.0722 -0.0964 0.00
N 0.069707 3.386466 2.892544 0.0442 0.2182 0.2444 0.01
H 1.768859 2.276065 3.404095 -0.1093 0.1825 0.0665 0.00
C -0.222236 2.589262 1.874570 0.7471 -1.3439 -0.4319 0.02
O 0.461958 1.554070 1.588964 -0.8167 1.8608 0.5867 -0.03
H -1.491029 4.711871 2.423416 0.2132 -0.0303 0.1805 0.00
H -1.112702 2.841125 1.277241 0.3531 0.0444 0.2180 0.00
H 1.797148 4.008494 3.892538 -0.0482 -0.2504 -0.0602 0.00
H -0.021054 5.491023 3.077395 -0.1078 -0.2702 -0.0594 0.00
H 1.211146 -0.075181 -3.784610 0.2383 0.0688 0.2142 0.00
H 2.254308 -2.739284 -3.359736 0.1389 0.2259 0.1194 0.00
C 2.190003 0.145084 -3.334520 -0.2905 -0.0509 -0.2123 0.00
C 3.057758 -2.142527 -2.900063 -0.0911 -0.0808 0.0678 0.00
N 2.545266 -0.889186 -2.372472 0.2133 0.1577 0.9365 0.00
H 2.141015 1.114617 -2.833791 -0.0477 -0.2058 -0.0721 0.00
C 2.385345 -0.693518 -1.055143 -0.4181 0.9652 -0.6824 0.00
O 1.912393 0.362284 -0.561881 1.1000 -1.2170 -0.4613 0.03
H 3.506766 -2.719687 -2.082353 -0.0592 0.0761 -0.2500 0.00
H 2.727319 -1.533048 -0.422736 -0.1473 0.2185 -0.1253 0.00
H 2.953033 0.145142 -4.121791 -0.1003 0.1175 0.1569 0.00
H 3.813364 -1.930011 -3.666125 -0.0735 -0.0930 0.2293 0.00
O -0.348364 -0.679053 -1.651223 0.6838 0.3708 1.2418 -0.01
C -1.252623 -1.621137 -2.064324 -0.3083 0.1748 0.1030 0.00
C 0.143423 -3.581299 -1.165090 0.1585 -0.3385 -0.2342 0.01
C -1.098514 -2.999968 -1.398265 -0.3721 0.7199 -0.4140 0.00
H 1.045130 -2.964200 -1.285481 -0.4902 -0.4033 -0.0999 0.00
C 0.219159 -4.935992 -0.816999 -0.0074 0.3492 0.2060 0.00
H -2.288937 -1.296736 -1.852165 0.0210 -0.1635 0.1008 0.00
C -2.264092 -3.693559 -1.071869 0.1287 -0.4156 -0.2604 0.00
H 1.199026 -5.404227 -0.693326 -0.3099 0.0642 -0.0006 0.00
C -0.952386 -5.673640 -0.622374 0.0772 -0.0305 -0.0530 0.00
C -2.195201 -5.045072 -0.734506 0.0424 0.0629 0.2493 0.00
H -3.222814 -3.168555 -1.117024 0.2551 -0.2477 -0.1700 0.00
H -0.892566 -6.734311 -0.364433 -0.0364 0.3330 -0.1129 0.00
H -3.113029 -5.605880 -0.554834 0.2384 0.1041 0.0280 0.00
Si -0.396655 5.044311 -2.669915 -0.2745 0.3606 -0.5089 0.00
Cl -0.502760 3.356800 -3.960911 -0.1195 0.8659 -0.0821 0.00
C 1.405739 5.227675 -2.200244 0.1551 0.0106 0.0375 0.00
C -1.574045 5.165958 -1.209082 -0.0667 -0.4012 0.4325 0.00
C -0.981494 6.474902 -3.766522 0.1847 -0.0107 0.0854 0.00
H 1.873343 4.257239 -1.981382 -0.1962 0.2490 -0.0601 0.00
H 1.507241 5.863224 -1.308866 -0.0243 -0.1070 -0.1807 0.00
H 1.954160 5.711481 -3.024016 -0.1345 -0.1955 0.2273 0.00
H -0.291522 6.652658 -4.595863 -0.0873 -0.0187 0.0046 0.00
H -1.074511 7.413401 -3.195715 0.0710 -0.2949 -0.0842 0.00
H -1.969557 6.245973 -4.185200 0.1853 -0.0047 0.0699 0.00
H -1.504012 4.317182 -0.513308 -0.0514 0.4346 -0.3340 0.01
H -2.611744 5.230876 -1.553866 0.1197 0.0123 -0.0172 0.00
H -1.351871 6.087412 -0.645505 0.0222 -0.1078 -0.3090 0.00
C -3.414060 -0.188516 4.680760 -0.4917 -0.0357 -0.2877 -0.01
C -2.046881 -0.028710 4.402785 0.2579 -0.0236 -0.6874 0.01
C -1.627906 0.102833 3.091649 0.3106 0.0741 0.6818 0.02
C -2.533289 0.149620 2.000801 -1.4783 -0.2785 0.4714 -0.06
C -2.138327 0.317219 0.655037 1.7239 0.4976 -0.8653 -0.11
C -3.084170 0.469890 -0.327280 -0.8174 -0.1486 0.2195 0.04
C -4.475405 0.327867 -0.045778 0.3091 0.1602 0.0543 -0.02
C -4.886623 0.118450 1.246668 -0.1897 -0.0715 -0.1260 0.02
C -3.948257 0.033377 2.305875 1.0445 0.0773 -0.2347 -0.01
C -4.335547 -0.165085 3.646412 -0.0145 -0.0680 0.7955 0.01
H -3.725777 -0.336048 5.711740 -0.1256 0.0359 -0.1868 0.00
H -1.303282 -0.018834 5.201668 -0.2532 -0.0490 -0.1440 0.00
H -0.562578 0.223604 2.905966 -0.3719 -0.1825 -0.0089 0.00
H -2.785570 0.728262 -1.343166 -0.0010 -0.1808 0.2122 0.01
H -5.193887 0.406231 -0.867170 0.1368 -0.0005 0.3473 0.00
H -5.943488 0.030878 1.492218 0.1123 -0.0290 -0.0770 0.00
H -5.396924 -0.304289 3.863454 0.2346 0.0851 -0.0152 0.00
```
Forces are in eV/Å.

ΔE to the lowest compared entry with this formula, charge and spin ... 0.0 kJ/mol
<S²> ... 3.798
Highest occupied orbital energy (alpha / beta) ... -7.31 / -7.37 eV
LUMO (alpha / beta) ... 0.4 / 0.4 eV
Orbital gap (alpha / beta) ... 7.703 / 7.760 eV
2S+1 ... 4